{"formula": "CH8NO3", "method": "ωB97M-V/def2-TZVPD", "orbital_gap_ev": 8.69, "e_above_lowest_kcal_mol": 9.5, "e_tot_ev": -8800.058, "total_charge": -1, "lumo_energy_ev": 4.343, "elements": ["O", "O", "O", "N", "C", "H", "H", "H", "H", "H", "H", "H", "H"], "coordinates": [[0.816, -1.626, -2.178], [0.059, 0.145, -0.531], [0.095, 2.602, 0.279], [-1.316, -0.419, 1.413], [-0.112, -0.637, 0.575], [-0.249, -1.753, 0.334], [0.061, 1.659, -0.155], [0.561, -0.702, -1.587], [1.001, 2.820, 0.620], [-1.292, 0.495, 1.700], [0.722, -0.561, 1.322], [-2.067, -0.547, 0.695], [1.721, -1.475, -2.487]], "forces_ev_per_angstrom": [[0.1, 1.6, 0.4], [-0.2, 0.0, 0.0], [0.8, 0.4, 0.3], [-0.7, -2.7, -2.3], [0.3, -1.8, 0.7], [0.7, 1.2, -0.1], [0.6, 0.4, 0.6], [0.1, -1.7, -0.4], [-1.4, -0.8, -0.8], [-0.3, 2.9, 0.7], [-0.1, 0.0, -0.5], [0.4, 0.6, 1.2], [-0.3, -0.1, 0.1]], "nbo_charge": [-1.069, -0.914, -1.050, -0.875, 0.117, 0.119, 0.517, 0.512, 0.444, 0.342, 0.092, 0.334, 0.430]}



{"formula": "C10H9N", "method": "ωB97M-V/def2-TZVPD", "orbital_gap_ev": 9.03, "e_above_lowest_kcal_mol": 53.8, "e_tot_ev": -12003.869, "lumo_energy_ev": 0.940, "elements": ["N", "C", "C", "C", "C", "C", "C", "C", "C", "C", "C", "H", "H", "H", "H", "H", "H", "H", "H", "H"], "coordinates": [[1.425, -1.526, 0.211], [-0.496, 2.148, 1.716], [-0.258, 0.414, 0.150], [-1.671, 0.550, -0.241], [0.324, 1.226, 1.115], [0.522, -0.715, -0.509], [1.938, -2.449, -0.626], [0.627, -1.080, -1.773], [-2.368, 1.482, 0.375], [1.543, -2.175, -1.866], [-1.777, 2.413, 1.340], [-2.441, 3.067, 1.882], [2.101, -2.932, -2.856], [1.418, -1.604, 1.238], [1.403, 0.943, 1.351], [-2.191, -0.164, -0.868], [0.269, -0.789, -2.703], [-0.093, 2.969, 2.360], [2.685, -3.237, -0.207], [-3.431, 1.534, 0.243]], "forces_ev_per_angstrom": [[-1.5, 0.9, 1.6], [0.8, 3.7, 1.3], [-0.8, -1.6, -1.5], [3.3, -1.6, 0.2], [1.0, -2.5, -1.1], [0.1, 1.6, 3.1], [3.0, -2.3, 2.2], [1.2, -2.0, -2.6], [-1.1, 3.4, 2.5], [1.9, -3.0, -3.8], [-1.4, -3.0, -1.5], [0.2, 0.4, -0.1], [-2.4, 3.0, 3.1], [0.0, 0.1, -1.1], [-1.6, 1.1, 0.0], [0.5, -0.1, -0.2], [-1.3, 1.4, -0.9], [0.1, -1.3, 0.0], [-1.6, 1.6, -1.0], [-0.4, 0.2, -0.3]], "nbo_charge": [-0.527, -0.211, -0.011, -0.210, -0.240, 0.093, -0.075, -0.304, -0.196, -0.270, -0.215, 0.217, 0.219, 0.414, 0.228, 0.225, 0.229, 0.213, 0.214, 0.206]}



{"formula": "C4H12NO3", "method": "ωB97M-V/def2-TZVPD", "orbital_gap_ev": 6.80, "e_above_lowest_kcal_mol": 70.0, "e_tot_ev": -11972.919, "total_charge": -1, "lumo_energy_ev": 3.757, "elements": ["O", "O", "O", "N", "C", "C", "C", "C", "H", "H", "H", "H", "H", "H", "H", "H", "H", "H", "H", "H"], "coordinates": [[-0.159, -1.468, 1.984], [-2.220, 0.172, -1.103], [2.935, 1.844, -1.263], [0.178, 0.781, -0.365], [0.510, -1.533, 0.784], [0.000, 1.465, 0.954], [-0.061, -0.739, -0.331], [-1.758, -1.052, -0.720], [-0.912, 1.952, 1.105], [2.103, 1.280, -1.129], [0.492, -2.630, 0.206], [0.622, -0.995, -1.163], [0.849, 2.248, 0.800], [-0.648, 1.166, -0.836], [-0.953, -1.000, 1.930], [-1.771, -1.844, -1.417], [-2.351, -1.350, 0.132], [2.638, 2.725, -0.878], [1.587, -1.132, 1.006], [0.504, 0.876, 1.734]], "forces_ev_per_angstrom": [[1.4, -1.8, 1.7], [-0.4, -0.7, -0.6], [-1.7, 0.9, 0.9], [-0.8, -1.3, 1.7], [1.8, -0.7, -1.8], [5.5, 0.4, -1.6], [-1.0, 1.5, -1.9], [1.8, 4.1, 0.9], [-1.5, 0.2, 0.6], [0.8, 0.8, 0.0], [0.4, 2.1, 2.2], [-0.8, -0.5, -0.2], [-1.6, -0.2, 0.8], [-0.3, -1.0, -0.9], [-2.0, 1.1, -0.7], [0.2, -1.2, -1.3], [0.2, -0.8, 1.2], [0.6, -1.8, -0.8], [-1.4, -1.3, -0.5], [-1.1, 0.1, 0.2]], "nbo_charge": [-0.744, -0.962, -0.991, -0.706, -0.075, -0.446, -0.140, -0.026, 0.192, 0.512, 0.150, 0.175, 0.160, 0.420, 0.476, 0.105, 0.095, 0.456, 0.155, 0.197]}



{"formula": "C23H34ClIN4O7PTl", "method": "ωB97M-V/def2-TZVPD", "orbital_gap_ev": 6.54, "e_above_lowest_kcal_mol": 25.1, "e_tot_ev": -79304.823, "total_charge": -2, "lumo_energy_ev": 3.752, "elements": ["Tl", "I", "Cl", "P", "O", "O", "O", "O", "O", "O", "O", "N", "N", "N", "N", "C", "C", "C", "C", "C", "C", "C", "C", "C", "C", "C", "C", "C", "C", "C", "C", "C", "C", "C", "C", "C", "C", "C", "H", "H", "H", "H", "H", "H", "H", "H", "H", "H", "H", "H", "H", "H", "H", "H", "H", "H", "H", "H", "H", "H", "H", "H", "H", "H", "H", "H", "H", "H", "H", "H", "H", "H"], "coordinates": [[-0.472, 0.814, 0.185], [2.927, -0.969, 4.340], [-2.852, 5.823, -0.415], [-2.729, -1.868, -1.809], [-0.789, 0.101, -3.825], [-0.877, 1.244, 2.895], [3.257, 3.097, -1.149], [0.279, 1.330, 4.822], [-4.319, 3.333, -1.173], [1.064, 2.581, -1.071], [-2.797, 1.892, -0.351], [1.759, -1.740, -0.655], [1.247, 2.355, 1.618], [1.448, -0.163, -3.116], [0.338, -1.433, 3.069], [-1.142, -2.021, 5.324], [2.539, -1.092, -2.931], [-3.919, -0.542, -2.248], [-1.753, -1.955, 4.079], [-3.727, -2.706, -0.489], [0.208, -1.759, 5.435], [3.062, 3.887, 1.614], [0.336, -0.745, -3.818], [0.876, -1.436, 4.263], [1.158, 2.450, 2.940], [2.173, 2.897, -0.570], [-3.257, 3.042, -0.624], [1.913, 1.081, -3.716], [1.481, -2.864, 0.212], [2.291, -2.206, -1.913], [2.965, 4.006, 2.992], [2.004, 3.273, 3.672], [-3.137, -3.016, -3.212], [-2.269, 4.148, -0.174], [2.171, 3.050, 0.957], [0.077, 1.605, 3.621], [-0.974, -1.661, 2.977], [2.646, -0.780, -0.020], [2.825, -1.573, -3.888], [-2.817, -2.114, 3.965], [-2.610, -2.667, -4.102], [0.579, -0.945, -4.881], [1.601, -2.951, -2.318], [1.062, 1.716, -3.948], [-4.944, -0.923, -2.261], [-2.801, -4.030, -2.983], [3.268, -2.713, -1.764], [0.089, -1.696, -3.332], [-3.653, -0.156, -3.234], [-3.828, 0.281, -1.535], [1.069, -2.497, 1.147], [-3.195, -3.590, -0.128], [3.632, 4.669, 3.533], [2.392, -3.451, 0.446], [-3.844, -2.016, 0.349], [-4.714, -3.006, -0.850], [-4.211, -3.026, -3.416], [-1.340, 4.038, -0.730], [1.896, 3.319, 4.746], [-1.390, -1.623, 1.976], [-2.060, 4.021, 0.885], [3.803, 4.420, 1.034], [3.400, -0.506, -2.604], [2.253, -0.508, 0.960], [0.715, -1.758, 6.387], [3.667, -1.187, 0.112], [0.755, -3.527, -0.265], [2.698, 0.129, -0.621], [-1.720, -2.265, 6.208], [-0.797, 0.558, -2.971], [2.532, 1.627, -3.003], [2.482, 0.895, -4.647]], "forces_ev_per_angstrom": [[-0.1, 0.1, 0.2], [0.0, 0.0, 0.0], [0.0, 0.2, 0.0], [-0.3, -0.2, -0.1], [0.1, 0.1, -0.1], [0.0, 0.1, -0.1], [0.0, 0.0, 0.0], [0.0, 0.2, 0.0], [0.1, -0.1, 0.1], [0.0, -0.1, -0.1], [0.1, 0.0, -0.1], [0.2, -0.2, 0.0], [-0.1, 0.2, 0.0], [-0.1, 0.1, -0.1], [0.0, 0.1, 0.1], [0.0, 0.0, 0.0], [0.0, 0.0, 0.1], [0.2, 0.1, 0.1], [-0.1, 0.0, -0.1], [0.2, 0.0, 0.0], [0.0, 0.1, 0.0], [0.1, 0.0, 0.0], [0.0, -0.1, 0.1], [0.1, -0.2, -0.1], [0.0, -0.1, 0.0], [0.0, 0.0, 0.0], [0.0, 0.2, 0.0], [0.0, 0.0, 0.0], [0.0, 0.1, 0.0], [-0.1, 0.2, -0.1], [-0.1, 0.0, 0.0], [0.1, 0.1, 0.0], [0.2, 0.0, 0.1], [-0.1, -0.3, -0.1], [-0.1, -0.1, 0.0], [-0.1, -0.2, 0.1], [0.1, -0.1, 0.1], [-0.1, 0.1, -0.1], [0.1, 0.0, 0.0], [0.0, 0.0, 0.0], [0.0, 0.0, 0.0], [0.0, 0.0, 0.0], [0.0, 0.0, 0.0], [0.0, 0.0, 0.0], [0.0, 0.0, -0.1], [0.0, 0.0, 0.0], [0.0, -0.1, 0.0], [0.0, 0.0, 0.0], [0.0, 0.0, 0.0], [0.0, 0.1, 0.0], [0.0, 0.0, 0.1], [0.0, 0.0, 0.0], [0.0, 0.0, 0.0], [0.0, 0.0, 0.0], [0.0, 0.0, 0.0], [0.0, 0.0, 0.0], [0.0, 0.0, 0.0], [0.0, 0.0, 0.0], [0.0, -0.1, 0.0], [0.0, 0.1, 0.0], [0.0, 0.0, 0.0], [0.0, 0.0, 0.0], [0.0, 0.0, 0.0], [0.0, 0.0, 0.0], [0.0, 0.0, 0.0], [0.0, 0.0, 0.0], [0.0, 0.0, 0.0], [0.0, 0.0, 0.1], [0.0, 0.0, 0.0], [-0.1, -0.1, 0.1], [0.0, 0.0, -0.1], [0.0, 0.0, 0.0]], "mulliken_charge": [1.152, 0.001, -0.291, 0.936, -0.484, -0.662, -0.819, -0.754, -0.748, -0.474, -0.643, 1.200, 0.365, 1.135, 0.026, -0.262, -1.418, -1.059, -0.790, -1.379, -0.517, -0.630, -0.434, -0.107, 0.251, -0.222, 0.371, -1.280, -0.612, -1.233, -0.284, -0.540, -1.442, 0.270, 0.428, 0.036, -0.392, -0.737, 0.419, 0.368, 0.340, 0.237, 0.428, 0.292, 0.402, 0.387, 0.406, 0.001, 0.328, 0.107, -0.179, 0.359, 0.385, 0.330, 0.325, 0.400, 0.386, -0.114, 0.488, 0.695, 0.113, 0.488, 0.550, -0.039, 0.376, 0.314, 0.225, 0.032, 0.343, 0.219, 0.272, 0.365]}



{"formula": "C3H4O2", "method": "ωB97M-V/def2-TZVPD", "orbital_gap_ev": 8.93, "e_above_lowest_kcal_mol": 96.0, "e_tot_ev": -7266.525, "smiles": "O[C@@]12C[C@@H]1O2", "lumo_energy_ev": 0.627, "elements": ["O", "O", "C", "C", "C", "H", "H", "H", "H"], "coordinates": [[0.242, -1.098, -1.342], [0.854, -1.342, 1.094], [-0.903, 0.214, 0.068], [0.183, -0.843, 0.075], [0.270, 0.334, -0.861], [-1.865, -0.160, -0.363], [0.279, -1.745, 1.768], [-0.715, 0.810, 0.885], [0.902, 1.073, -1.208]], "forces_ev_per_angstrom": [[-0.1, 0.2, 0.7], [1.1, -0.9, 0.7], [-0.1, -2.8, -2.8], [-0.7, 3.5, -2.3], [-1.2, -3.8, 2.1], [0.4, 1.0, 0.7], [0.1, 0.2, -0.7], [-0.8, 1.6, 2.0], [1.3, 1.0, -0.5]], "nbo_charge": [-0.504, -0.660, -0.458, 0.505, -0.023, 0.214, 0.496, 0.215, 0.216]}



{"formula": "C5H6N2OS", "method": "ωB97M-V/def2-TZVPD", "orbital_gap_ev": 8.86, "e_above_lowest_kcal_mol": 84.3, "e_tot_ev": -21141.440, "smiles": "CN1Cc2ncsc2O1", "lumo_energy_ev": 0.790, "elements": ["S", "O", "N", "N", "C", "C", "C", "C", "C", "H", "H", "H", "H", "H", "H"], "coordinates": [[-3.056, -1.762, 0.929], [-0.398, -1.745, 0.333], [0.503, -0.744, -0.500], [-2.919, 0.594, -0.211], [-3.708, -0.235, 0.296], [-1.745, 0.022, -0.296], [-1.609, -1.187, 0.292], [1.820, -0.798, -0.005], [-0.304, 0.513, -0.532], [2.145, -0.158, 0.833], [-4.862, -0.155, 0.357], [-0.088, 1.064, -1.536], [2.357, -0.337, -0.936], [-0.080, 1.282, 0.294], [2.079, -1.774, 0.072]], "forces_ev_per_angstrom": [[-0.5, 0.6, -0.5], [1.3, 0.8, -0.2], [-3.5, -0.4, 0.3], [-0.8, 1.9, -1.3], [-5.3, -1.6, 1.8], [4.6, -0.7, 0.1], [1.2, -0.5, -0.5], [0.9, 4.4, -2.3], [0.3, 1.7, -0.5], [-0.6, -0.4, 0.2], [2.2, 0.2, 0.0], [-0.5, -1.2, 1.6], [-0.3, -0.9, 1.6], [0.2, -1.1, -0.8], [1.1, -2.9, 0.4]], "nbo_charge": [0.388, -0.385, -0.125, -0.399, -0.116, 0.002, 0.075, -0.416, -0.257, 0.179, 0.213, 0.226, 0.214, 0.178, 0.222]}



Please write out number 6 again, unchanged.
{"formula": "C5H6N2OS", "method": "ωB97M-V/def2-TZVPD", "orbital_gap_ev": 8.86, "e_above_lowest_kcal_mol": 84.3, "e_tot_ev": -21141.440, "smiles": "CN1Cc2ncsc2O1", "lumo_energy_ev": 0.790, "elements": ["S", "O", "N", "N", "C", "C", "C", "C", "C", "H", "H", "H", "H", "H", "H"], "coordinates": [[-3.056, -1.762, 0.929], [-0.398, -1.745, 0.333], [0.503, -0.744, -0.500], [-2.919, 0.594, -0.211], [-3.708, -0.235, 0.296], [-1.745, 0.022, -0.296], [-1.609, -1.187, 0.292], [1.820, -0.798, -0.005], [-0.304, 0.513, -0.532], [2.145, -0.158, 0.833], [-4.862, -0.155, 0.357], [-0.088, 1.064, -1.536], [2.357, -0.337, -0.936], [-0.080, 1.282, 0.294], [2.079, -1.774, 0.072]], "forces_ev_per_angstrom": [[-0.5, 0.6, -0.5], [1.3, 0.8, -0.2], [-3.5, -0.4, 0.3], [-0.8, 1.9, -1.3], [-5.3, -1.6, 1.8], [4.6, -0.7, 0.1], [1.2, -0.5, -0.5], [0.9, 4.4, -2.3], [0.3, 1.7, -0.5], [-0.6, -0.4, 0.2], [2.2, 0.2, 0.0], [-0.5, -1.2, 1.6], [-0.3, -0.9, 1.6], [0.2, -1.1, -0.8], [1.1, -2.9, 0.4]], "nbo_charge": [0.388, -0.385, -0.125, -0.399, -0.116, 0.002, 0.075, -0.416, -0.257, 0.179, 0.213, 0.226, 0.214, 0.178, 0.222]}